CH3BrNO2S | ωB97M-V/def2-TZVPD

Its net charge is -1. Its energy above the lowest of the compared OMol25 structures with the same formula, charge and spin is 59.1 kcal/mol.

CARTESIAN COORDINATES (ANGSTROEM)
C (-1.417, -0.859, -0.202)
N (0.512, 1.043, -0.196)
O (-1.381, 1.388, 1.327)
O (-1.818, 1.526, -1.054)
S (-1.226, 0.862, 0.047)
Br (-3.917, -0.384, 0.015)
H (-1.277, -1.119, 0.872)
H (1.020, 0.639, 0.497)
H (0.802, 0.531, -0.986)

Atomic partial charges in e from the Mulliken method, atoms 1 to 8: -0.519 -0.625 -0.562 -0.568 0.992 -0.459 0.253 0.230